No. 1
A structure of composition C29H69Ca2N4O4 in a non-equilibrium geometry. Source: the OMol25 dataset; level of theory: the ωB97M-V functional and the def2-TZVPD basis.

- DFT total energy: -3020.81520 a.u.
- HOMO-LUMO gap: 0.144 hartree
- Highest occupied orbital energy: -0.4960 Eh
- Largest force on an atom: 0.032 hartree/bohr
- E_LUMO: -9.585 eV
- Charge: +3

Last column: Mulliken charge in e.
Cartesian coordinates (Å):
1 H 0.324 -4.487 -2.462  0.6945
2 H 0.449 -5.563 -0.411  0.2332
3 H -7.339 1.078 2.320  0.4108
4 H 0.443 -2.582 2.291  0.3078
5 C 0.977 1.277 4.139  -1.1914
6 C -5.524 -0.820 -0.647  -0.6277
7 H -0.143 -1.926 0.754  -0.7428
8 C 3.378 4.132 3.291  -0.8545
9 H 2.912 -2.992 -4.413  0.3858
10 H 0.361 -5.677 1.348  0.4375
11 H 3.352 3.836 -1.634  0.3717
12 C -6.764 0.269 1.867  -1.4047
13 H -0.863 3.454 -3.329  0.2036
14 O 2.527 1.094 0.775  -0.5174
15 H -4.905 -1.597 -1.102  0.2885
16 C 0.847 -3.660 -2.955  -1.5754
17 H -1.937 3.178 1.124  0.5691
18 O 1.098 0.127 -0.619  1.4303
19 H 3.573 3.688 1.154  -0.0025
20 C -6.100 0.100 -1.702  -1.0372
21 H -2.219 -2.859 1.374  0.4125
22 H -2.923 -0.933 -1.557  0.3936
23 H -5.326 0.604 -2.287  0.1691
24 C 2.825 -5.740 -3.842  -1.3324
25 C -1.359 -4.686 0.495  -0.6162
26 H -1.414 -3.980 2.508  0.3458
27 H -6.722 -0.464 -2.398  0.4267
28 H 0.938 1.313 5.222  0.3675
29 H -1.719 -4.368 -0.484  0.1769
30 C 3.135 -1.328 -3.047  -0.7699
31 H -1.522 -0.369 -0.614  0.1960
32 O 0.828 -3.780 0.621  0.0096
33 N 0.103 2.816 -1.591  0.8126
34 C -2.565 -0.678 -0.553  -0.9437
35 H -2.636 -1.648 -0.046  0.3992
36 H 1.665 3.063 6.374  0.2858
37 H 0.890 4.817 -1.520  0.4089
38 H 3.755 -5.057 -2.029  0.5908
39 H 1.404 3.692 -0.265  -0.7737
40 C 2.702 3.368 6.251  -1.2525
41 O 2.493 -1.143 0.496  -0.6121
42 C 0.110 -5.050 0.488  -0.6587
43 C 2.445 3.416 -2.072  -1.5057
44 H 0.762 -3.869 -4.022  0.3483
45 Ca 3.970 0.983 2.598  1.3493
46 H 0.932 3.416 3.979  0.5117
47 H 2.028 4.417 1.578  0.2456
48 H -1.350 4.226 -0.959  0.4026
49 H -6.511 -0.433 2.666  0.3417
50 H 4.154 -3.163 -3.273  0.5420
51 C 2.751 -5.043 -2.501  -0.6268
52 H 1.311 2.541 2.463  -0.7502
53 H 2.945 4.954 3.868  0.2730
54 C 3.084 4.413 1.826  -0.8113
55 H 3.411 1.509 5.352  0.3364
56 C -0.895 1.305 -3.295  -1.0029
57 C 3.109 -2.832 -3.348  -1.0902
58 H 4.460 4.225 3.424  0.4158
59 H 2.612 2.331 -2.085  0.1377
60 H 0.785 1.072 -0.732  -0.9171
61 C 3.409 2.601 5.152  -0.6359
62 H -1.053 -2.664 -2.570  0.5690
63 H 0.301 -2.047 -1.633  -0.0049
64 H -6.304 -1.415 -0.168  0.5402
65 C -1.021 2.843 0.640  -0.8958
66 H 2.450 3.707 -3.122  0.4613
67 N 2.940 2.798 3.763  0.7803
68 N -4.778 -0.195 0.452  0.1299
69 H 1.958 -5.494 -4.457  0.3096
70 H 2.723 -6.820 -3.743  0.4144
71 C 0.008 -2.435 -2.611  -1.3992
72 H 3.832 -1.110 -2.228  0.2749
73 H 1.585 0.407 3.818  0.0678
74 Ca 2.958 -3.314 -0.133  1.4552
75 H -0.743 1.802 0.829  -0.2654
76 H -3.700 1.157 -0.711  0.2743
77 H 3.723 -5.495 -4.401  0.3597
78 H 2.111 -5.634 -1.834  0.2030
79 H -1.936 1.269 -2.983  0.3620
80 H 0.173 -1.609 -3.301  0.5610
81 H 3.535 5.368 1.560  0.4828
82 C -3.503 0.362 0.031  -0.8345
83 H -4.883 1.207 1.958  0.3508
84 H -1.955 2.620 -1.290  0.6132
85 C 1.490 2.585 3.534  0.6010
86 H -0.352 0.490 -2.805  -0.0904
87 H -6.749 0.866 -1.280  0.2722
88 H 2.168 -0.931 -2.749  -0.1552
89 H 0.709 2.663 -3.608  0.4138
90 H -5.840 1.661 0.533  0.3622
91 C -0.202 2.632 -3.023  -0.6415
92 C -1.115 3.155 -0.851  -1.2754
93 H -3.008 0.835 0.882  0.3119
94 H -1.951 -5.531 0.840  0.5046
95 H 4.480 2.820 5.250  0.4783
96 C 2.091 0.045 0.227  -0.1576
97 C -1.379 -3.533 1.513  -0.7193
98 H 3.434 -0.779 -3.937  0.4105
99 C -0.020 -2.840 1.338  0.5583
100 H 3.277 3.305 7.170  0.4326
101 H 2.665 4.431 6.005  0.3163
102 H -0.225 3.444 1.098  0.4423
103 N 2.240 -3.642 -2.468  1.5916
104 H -0.817 1.048 -4.354  0.5433
105 C -5.539 0.820 1.176  -0.3622
106 C 1.181 3.773 -1.328  0.6514
107 H -0.011 1.076 3.728  0.3999
108 H -7.465 -0.286 1.241  0.3229

No. 2
A structure of composition CH4BO6PZr in a non-equilibrium geometry. Source: the OMol25 dataset; level of theory: the ωB97M-V functional and the def2-TZVPD basis.

- DFT total energy: -903.08896 a.u.
- HOMO-LUMO gap: 0.114 hartree
- Highest occupied orbital energy: -0.9791 Eh
- Largest force on an atom: 0.081 hartree/bohr
- E_LUMO: -23.553 eV
- Charge: +4

Last column: Mulliken charge in e.
Cartesian coordinates (Å):
1 O 0.198 -1.095 -0.991  -0.4219
2 O 1.414 -0.460 0.769  -0.3446
3 O -2.217 1.586 -0.240  -0.2811
4 O -3.332 -0.297 0.683  -0.2667
5 O -0.753 -0.015 0.770  -0.0761
6 H 2.290 0.621 -1.438  0.3383
7 B -2.277 0.412 0.346  0.3511
8 H 2.851 1.758 0.575  0.3926
9 C 0.171 -0.464 0.150  0.9550
10 Zr 1.472 -2.573 -0.196  2.3815
11 H -2.831 1.760 -0.979  0.4181
12 O 3.753 -0.509 0.101  -0.3414
13 H -3.427 -1.249 0.543  0.3510
14 P 2.688 0.525 -0.092  0.5442

No. 3
The molecule C3H4INOS in a non-equilibrium geometry. Source: the OMol25 dataset; level of theory: the ωB97M-V functional and the def2-TZVPD basis.

- DFT total energy: -942.42931 a.u.
- HOMO-LUMO gap: 0.279 hartree
- SMILES: C#CN=[S@](C)(=O)I
- Highest occupied orbital energy: -0.3325 Eh
- Largest force on an atom: 0.055 hartree/bohr
- E_LUMO: -1.454 eV
- Charge: 0
- Relative energy (zero: lowest compared OMol25 entry of this formula, charge and spin): 407.6 kJ/mol

Last column: Mulliken charge in e.
Cartesian coordinates (Å):
1 C -0.682 3.092 -0.470  -0.6107
2 C -0.666 1.884 -0.340  0.3404
3 S 0.402 -0.360 0.618  0.5407
4 C -0.151 -1.852 -0.205  -0.9168
5 H 0.468 -2.526 0.447  0.3641
6 H -1.145 -1.965 0.265  0.3605
7 H 0.018 -1.803 -1.296  0.3700
8 H -0.896 4.077 -0.798  0.4128
9 I 2.721 -0.510 -0.272  -0.0213
10 N -0.571 0.665 0.062  -0.3141
11 O 0.503 -0.704 1.991  -0.5257

No. 4
The molecule C21H26N4O3 in a non-equilibrium geometry. Source: the OMol25 dataset; level of theory: the ωB97M-V functional and the def2-TZVPD basis.

- DFT total energy: -1260.53553 a.u.
- HOMO-LUMO gap: 0.345 hartree
- SMILES: Cc1cccc(C)c1OCc1cc(C(=O)N(Cc2nccn2C)C(C)C)no1
- Highest occupied orbital energy: -0.3154 Eh
- Largest force on an atom: 0.022 hartree/bohr
- E_LUMO: 0.805 eV
- Charge: 0
- Relative energy (zero: lowest compared OMol25 entry of this formula, charge and spin): 319.8 kJ/mol

Last column: Mulliken charge in e.
Cartesian coordinates (Å):
1 C 1.956 2.656 -0.209  -1.0657
2 H 2.657 0.279 -1.590  0.3623
3 O -0.037 2.134 1.430  -0.7134
4 H 1.181 -1.994 -0.472  0.0199
5 C -0.586 -1.890 2.413  0.0835
6 H 1.706 3.503 0.436  0.5658
7 H -4.547 -2.111 1.699  0.2851
8 H 3.859 1.143 2.427  0.3905
9 H -2.487 -2.735 2.840  0.3187
10 H -1.648 -0.191 1.492  0.6375
11 C -4.377 -2.773 0.848  -1.8929
12 H 5.032 0.361 1.363  0.4353
13 H 4.532 2.025 1.048  0.3119
14 C -1.513 -3.058 2.450  -0.8196
15 H -5.302 -2.823 0.276  0.5110
16 C 0.466 -2.809 -0.576  -1.6054
17 H 0.720 -3.360 -1.481  0.5589
18 H 0.140 5.237 -0.615  0.3076
19 C 0.536 -0.075 1.913  0.3955
20 C -0.929 -2.271 -0.690  1.0927
21 O 0.699 -2.035 2.773  -0.2688
22 H 0.557 -3.484 0.270  0.3319
23 C 3.055 0.519 0.522  0.2518
24 H 4.206 1.044 -1.250  0.4727
25 C -3.263 -2.256 -0.014  1.0776
26 C -0.053 1.875 -3.074  -1.0814
27 C -1.955 -2.718 0.146  0.1762
28 H -0.636 4.019 0.435  0.2985
29 H -1.105 -3.851 3.079  0.3677
30 N 1.924 1.431 0.584  0.3442
31 H -2.707 -0.057 -2.530  0.4223
32 C -3.518 -1.303 -0.991  -0.7063
33 C -0.761 -0.645 1.876  0.0737
34 C -1.218 -1.310 -1.651  -0.4046
35 C -2.500 -0.816 -1.791  -0.5779
36 H -0.421 -0.939 -2.277  0.4118
37 C -0.788 2.910 -2.573  -0.1014
38 H 2.961 2.782 -0.607  0.4996
39 N 1.035 1.667 -2.291  -0.3515
40 H -4.527 -0.937 -1.115  0.4382
41 H 2.724 -0.425 0.958  0.5398
42 H -1.697 3.364 -2.909  0.4750
43 C 0.969 2.560 -1.329  -0.0258
44 H -1.541 4.750 -0.910  0.3046
45 H -0.230 1.274 -3.943  0.5359
46 C 0.810 1.257 1.320  0.5442
47 N 1.384 -0.913 2.460  -0.6948
48 C 3.512 0.277 -0.917  -1.5308
49 C 4.193 1.051 1.396  -1.5673
50 H 4.018 -0.683 -0.981  0.3806
51 O -1.652 -3.631 1.156  -0.6132
52 H -4.139 -3.767 1.220  0.3670
53 C -0.563 4.400 -0.586  -0.8029
54 N -0.132 3.343 -1.458  0.2339

Q: Which value of HOMO-LUMO gap does entry 4 give?
A: 0.345 hartree

Q: E_LUMO of number 3 (C3H4INOS)?
A: -1.454 eV

Q: What is the charge in the fourth record?
A: 0